a | A 2-piece molecular cluster, CH2N2O2 overall, computed with wB97M-V/def2-TZVPD.

```
7
Properties=species:S:1:pos:R:3:mulliken_charge:R:1
N 0.621 1.516 1.141 -0.0883
O 0.251 0.527 0.588 0.1814
N -0.032 0.397 -0.701 -0.3542
H 1.138 0.860 2.753 0.2222
H -0.437 -0.759 -2.264 0.2653
O -1.087 -1.679 -0.462 -0.4519
C -0.454 -0.862 -1.055 0.2255
```

As for the charge: 0. The gap between HOMO and LUMO (spin up / spin down) is 8.49 / 8.50 eV. The HOMO energy (spin up / spin down) is -10.483 / -10.489 eV.


b | One molecule with the formula CH2N2O2, computed with wB97M-V/def2-TZVPD.

```
7
Properties=species:S:1:pos:R:3:mulliken_charge:R:1
C 1.486 0.451 -0.566 0.2855
N -0.904 0.309 -0.136 -0.4845
O 2.272 0.418 -1.422 -0.3030
N 0.281 -0.147 -0.280 0.2260
H 0.598 -0.987 0.321 0.2748
O -1.432 -0.041 1.129 -0.3660
H -2.301 -0.002 0.955 0.3672
```

As for the charge: 0. The gap between HOMO and LUMO (spin up / spin down) is 8.07 / 8.32 eV. The HOMO energy (spin up / spin down) is -8.189 / -8.526 eV.


The structure with the least stability is a.